{"formula": "C25H23ClCrN2P", "method": "ωB97M-V/def2-TZVPD", "mol_weight_da": 469.9, "orbital_gap_ev": [5.4536, 7.5221], "total_charge": 2, "energy_ha": -2921.42497, "e_homo_ev": [-14.77, -14.78], "s2": 4.01, "spin_multiplicity": 4, "species": ["Cr", "Cl", "P", "N", "N", "C", "C", "C", "C", "C", "C", "C", "C", "C", "C", "C", "C", "C", "C", "C", "C", "C", "C", "C", "C", "C", "C", "C", "C", "C", "H", "H", "H", "H", "H", "H", "H", "H", "H", "H", "H", "H", "H", "H", "H", "H", "H", "H", "H", "H", "H", "H", "H"], "positions_angstrom": [[0.1267, -0.4117, -0.0779], [0.7081, 1.4782, 0.8685], [0.0076, 0.1545, -2.3887], [-0.1220, -4.5021, 0.6722], [-0.2357, -2.3179, 0.4005], [1.7665, -0.0459, -4.4971], [-1.3274, -0.7984, -3.1000], [-2.8481, -4.0313, 3.1113], [3.8052, -1.1627, -2.9185], [-0.2254, 1.9157, -2.6977], [-3.4899, -2.0590, -4.2835], [0.4303, -3.4421, 0.0678], [-2.1762, -1.9268, 2.0316], [-1.2140, -4.0632, 1.4286], [0.6595, 2.8172, -2.0730], [2.5810, -0.8527, -2.3288], [-1.2631, 2.3977, -3.5052], [1.5726, -0.2978, -3.1330], [-1.4504, 3.7755, -3.6446], [-3.6789, -1.3354, -3.0965], [-2.5918, -0.7106, -2.4898], [-0.6048, 4.6693, -2.9668], [-1.2787, -2.6860, 1.2686], [-1.1114, -1.6304, -4.2059], [-2.9697, -2.6442, 2.9468], [0.4320, 4.1854, -2.1580], [-1.9422, -4.7755, 2.3515], [4.0189, -0.8935, -4.2751], [-2.2095, -2.2328, -4.8175], [3.0034, -0.3490, -5.0719], [4.5988, -1.6050, -2.3126], [0.9590, 0.3843, -5.0929], [2.3858, -1.0199, -1.2602], [-0.1604, -5.6239, -5.2545], [-2.2580, 4.1473, -4.2801], [0.1984, -5.4610, 0.5374], [-0.0994, -1.7684, -4.5875], [-3.4718, -4.5136, 3.8587], [-2.2540, -0.8442, 1.9042], [-1.7772, -5.8492, 2.4540], [1.0728, 4.8788, -1.6026], [-2.7065, -0.1387, -1.5653], [-4.6681, -1.2531, -2.6472], [-3.7136, -2.1349, 3.5593], [1.4938, 2.4323, -1.4901], [0.5878, -5.5804, -5.2153], [-2.0420, -2.8358, -5.7129], [4.9937, -1.1115, -4.7208], [-4.3503, -2.5058, -4.7886], [-0.7518, 5.7445, -3.0739], [1.2981, -3.5438, -0.5702], [3.1503, -0.1431, -6.1294], [-1.9150, 1.6922, -4.0266]], "atomic_forces_ev_per_a": [[-0.2, 0.2, 1.0], [-0.2, -1.3, -0.4], [0.3, 0.9, -1.4], [0.3, 0.6, -0.8], [0.8, 0.6, -0.6], [0.4, -0.1, 0.1], [0.0, -0.4, 0.5], [0.3, -0.4, -0.3], [0.1, 0.0, 0.2], [0.0, 0.3, 0.2], [0.0, 0.0, 0.1], [-0.8, -0.4, 0.8], [-0.3, -0.5, 0.1], [0.8, -0.4, 0.2], [-0.3, 0.0, 0.1], [-0.2, 0.1, -0.7], [-0.3, 0.0, 0.1], [0.2, -0.2, 0.4], [0.3, 0.1, 0.1], [0.2, 0.0, 0.0], [-0.1, -0.1, -0.4], [-0.3, -0.4, -0.1], [-0.1, 0.0, 0.4], [-0.2, 0.1, -0.1], [0.3, 0.6, -0.5], [0.2, 0.0, -0.2], [-0.8, 0.0, 0.5], [-0.1, 0.0, -0.1], [0.2, 0.0, 0.1], [-0.3, 0.0, 0.4], [-0.2, 0.2, -0.2], [0.3, 0.0, 0.1], [0.3, 0.0, -0.3], [0.3, 0.0, 0.0], [0.3, -0.1, 0.2], [-0.2, 0.4, 0.2], [-0.4, 0.0, 0.0], [0.2, 0.0, -0.2], [-0.1, -0.3, 0.2], [-0.3, 0.3, 0.2], [-0.2, -0.3, -0.4], [-0.2, 0.0, -0.3], [0.2, 0.0, -0.2], [0.3, 0.1, -0.2], [-0.2, 0.2, -0.1], [-0.3, 0.0, 0.0], [-0.2, 0.2, 0.3], [-0.4, 0.0, 0.2], [0.3, 0.1, 0.2], [0.0, -0.3, 0.1], [-0.1, 0.3, 0.0], [0.1, -0.1, 0.2], [0.1, 0.3, 0.2]]}